1.
44
Properties=species:S:1:pos:R:3:forces:R:3 method="wB97M-V/def2-TZVPD" total_charge=+1 largest_force_ev_per_a=4.4 molar_mass_da=370.2 multiplicity=1 lumo_energy_ev=-4.11
Cs -2.0819 -3.4244 -0.4935 0.04 0.06 0.06
O 1.9580 -9.4871 -1.5488 -0.01 0.00 0.11
O 0.0250 1.5128 -0.1483 0.47 -0.39 -0.08
O 2.4589 -4.0654 -1.7147 -0.25 0.11 0.35
O -0.4785 -8.3721 0.0370 -0.33 -0.83 0.89
N -0.2368 2.7821 0.3217 -1.61 3.71 1.65
C 0.8971 3.7906 0.4718 -0.50 -0.92 -0.48
C 0.4630 5.0673 1.2764 0.68 -0.23 -1.24
C -2.0653 3.3666 -1.3212 -0.05 0.45 1.00
C 1.0918 -10.2075 -0.6993 -0.70 0.13 1.19
C 1.5039 4.1289 -0.8922 -0.98 0.93 -0.92
C -2.5587 2.1447 0.8933 0.29 0.71 -0.36
C -1.9009 4.5861 0.8967 -0.19 -0.25 -0.58
C 1.9594 3.1209 1.2437 1.64 -1.70 1.49
C -0.8328 5.6754 0.7519 0.22 -1.18 0.82
C 0.5105 -9.3582 0.4768 1.03 0.37 -1.82
C -1.6741 3.2189 0.1621 0.76 -0.37 0.43
H -3.0970 3.7182 -1.3307 -0.20 -0.34 -0.34
H -1.9295 2.4347 -1.8699 0.00 0.18 -0.11
H 0.5093 4.9005 2.3526 -0.69 -0.46 0.04
H 0.6764 4.3873 -1.5528 -0.01 0.36 -0.14
H 2.7824 3.7375 1.6051 -0.03 0.51 -0.50
H 1.2953 5.7599 1.1509 0.09 0.16 -0.29
H 0.2794 -10.7055 -1.2284 -0.24 0.24 -0.32
H -1.1210 6.4920 1.4138 -0.03 0.27 -0.35
H 1.7543 -4.6850 -1.9040 0.02 -0.29 -0.12
H 2.0102 3.3467 -1.4579 0.10 -0.41 0.67
H -1.4812 4.1932 -1.7258 0.13 -0.27 -0.35
H 2.1622 4.9970 -0.8591 0.12 -0.04 0.15
H 2.5906 -3.5933 -2.5369 0.19 0.17 -0.26
H 1.6509 2.6288 2.1661 -0.69 0.14 0.17
H -2.0413 4.4073 1.9627 0.09 -0.13 0.08
H -2.8497 4.9720 0.5239 -0.19 -0.05 0.03
H -0.6958 6.0144 -0.2750 -0.13 0.12 0.04
H -2.3305 1.1524 0.5043 0.02 -0.06 0.10
H 1.4889 -8.7299 -1.9067 -0.01 -0.05 -0.17
H -2.3922 2.2055 1.9688 0.34 -0.23 0.00
H 0.0358 1.0914 0.7142 0.31 -0.90 -0.22
H 1.6490 -11.0356 -0.2611 0.36 0.21 0.03
H -0.2536 -7.9204 -0.7796 0.53 -0.43 0.01
H 1.3455 -8.8029 0.9041 0.09 -0.05 0.18
H 0.1387 -10.0486 1.2339 -0.71 0.43 -0.14
H 2.4161 2.2999 0.6910 0.09 0.10 -0.31
H -3.6315 2.3031 0.7830 -0.03 0.23 -0.38

2.
45
Properties=species:S:1:pos:R:3:forces:R:3 method="wB97M-V/def2-TZVPD" total_charge=+1 largest_force_ev_per_a=2.5 molar_mass_da=259.4 multiplicity=1 lumo_energy_ev=-3.18
O 1.7300 6.0573 1.7925 0.09 -0.18 0.20
N -0.3672 0.6120 0.0251 0.66 0.05 -0.36
N 1.3185 -0.6315 -1.2114 0.05 -0.96 0.45
N 0.5351 -2.6001 -0.6473 -0.89 -2.34 0.46
N -3.5586 -3.4535 -1.8532 0.67 0.45 -0.13
N -0.2817 -1.7024 -0.0620 1.30 1.06 -1.03
N -0.0227 3.8478 1.2770 0.21 -0.30 -0.22
C -1.6748 -4.3965 -3.2374 0.40 1.15 -0.76
C 2.1649 4.7383 2.0592 0.14 -0.09 -0.27
C 0.3945 -4.9149 -1.7108 0.21 0.69 -0.56
C 0.3868 3.8495 3.6799 -0.02 -0.19 0.14
C 1.4050 6.8236 2.9426 -0.14 0.20 -0.21
C 1.4855 -1.9789 -1.3064 -0.46 1.12 0.18
C -0.1267 -4.2955 -3.0412 -0.58 -0.89 -0.23
C 1.0273 3.7319 2.3006 -0.16 0.34 0.20
C 0.2423 -0.4932 -0.4299 -0.98 -0.08 0.54
C 0.2166 -4.0218 -0.4463 0.45 -1.77 -0.07
C -2.4326 -3.1040 -2.7557 -0.68 -0.51 -0.07
H 0.3553 6.6862 3.2100 0.04 0.00 0.19
H -1.7317 -2.3580 -2.3154 -0.19 -0.40 -0.18
H -1.0742 -1.9602 0.5106 0.22 0.01 -0.05
H 2.2364 -2.5467 -1.8627 -0.24 0.53 0.23
H -1.3678 0.5933 0.1624 0.35 0.40 0.26
H 0.3915 3.6724 0.3632 0.04 0.17 0.00
H 0.2017 1.4252 0.2197 -0.60 0.16 -0.17
H -0.8156 -4.1431 -0.0670 0.41 0.58 -0.31
H -2.1195 -5.3208 -2.8318 0.22 0.50 0.08
H -3.2190 -3.5129 -0.8958 -0.38 -0.04 -0.10
H 0.3555 -4.8686 -3.8600 -0.20 0.33 0.47
H -2.9043 -2.5984 -3.6213 0.45 -0.30 0.36
H -0.2925 4.8283 1.2304 -0.12 -0.08 0.04
H 2.8913 4.7279 2.8809 -0.10 0.00 0.10
H 1.4627 2.7279 2.2320 0.09 0.05 -0.07
H -0.1424 -5.8655 -1.5313 0.29 0.48 0.03
H 2.0477 6.5795 3.7925 -0.03 -0.07 0.00
H -1.8333 -4.4305 -4.3356 0.02 -0.21 0.61
H 0.1559 -3.2385 -3.2028 0.09 -0.48 0.21
H -0.2071 2.9599 3.8982 -0.01 0.04 -0.05
H 0.8719 -4.4473 0.3426 -0.33 0.53 -0.30
H 1.5455 7.8751 2.6922 0.06 -0.06 -0.05
H 1.4613 -5.1825 -1.8563 -0.49 0.22 0.32
H -0.2839 4.7049 3.7562 0.06 0.02 -0.07
H 1.1465 3.9398 4.4587 -0.02 0.02 -0.02
H 2.7069 4.4237 1.1617 -0.04 0.07 -0.02
H -4.2811 -2.7387 -1.9067 0.16 -0.21 0.23

3.
46
Properties=species:S:1:pos:R:3:forces:R:3 method="wB97M-V/def2-TZVPD" total_charge=-2 largest_force_ev_per_a=1.4 molar_mass_da=331.4 multiplicity=1 lumo_energy_ev=3.95
S -2.4455 -1.3135 1.1662 -0.69 0.55 0.35
P -0.6298 -0.5196 0.5221 0.97 -0.37 0.11
P 1.7949 -1.8864 -3.0882 -0.62 -0.41 0.33
O 0.5092 -1.2028 -3.7475 0.59 -0.37 -0.48
O 1.3147 -3.0838 -2.1823 0.12 0.35 -0.22
O 2.8315 -2.3051 -4.1342 -0.15 0.26 0.19
O 2.3415 -0.7855 -2.0790 -0.77 0.37 0.19
N -0.3678 -0.9461 -0.9741 -0.14 1.02 -0.53
C 1.8114 -1.9289 0.7913 0.17 0.06 0.01
C -0.3488 1.6293 2.2645 0.08 -0.10 0.08
C 0.7208 -1.1805 1.6000 -0.09 -0.61 -0.04
C 0.1419 -2.0884 2.6930 0.43 0.01 0.25
C -0.1457 2.0686 -0.2346 0.19 0.31 0.11
C -2.5244 -1.6075 -2.1470 -0.16 0.40 0.16
C -1.3401 -0.6399 -2.0471 -0.86 0.14 -0.19
C -1.3951 4.2483 0.3728 0.05 0.23 0.19
C 2.9576 -0.9674 0.4894 0.29 -0.03 0.64
C -0.0665 3.5774 0.0323 -0.12 -0.03 -0.43
C -0.8519 1.2643 0.8578 -0.27 0.40 0.70
H -3.4772 -1.1092 -1.9158 0.01 -0.09 0.05
H -2.5962 -1.9909 -3.1655 0.13 -0.21 0.05
H 2.2110 -2.6895 1.4741 -0.14 -0.11 -0.03
H 0.6199 -0.6908 -1.3422 0.89 -1.02 -0.30
H 0.9761 -2.3729 3.3399 0.00 -0.02 0.01
H 2.6063 0.0192 0.1843 -0.03 -0.08 -0.26
H 0.7126 3.8188 0.7582 -0.13 -0.04 0.16
H -0.6603 0.8948 3.0115 -0.07 0.02 -0.01
H -0.2514 -3.0115 2.2662 -0.14 0.06 0.01
H -1.7013 0.3997 -2.0135 -0.04 -0.04 0.31
H -1.9538 3.7366 1.1582 -0.01 -0.07 -0.05
H 0.2545 4.0074 -0.9203 0.27 0.10 0.13
H 3.5445 -0.8283 1.4218 -0.02 0.02 -0.06
H -2.2531 -2.5026 0.6095 0.21 -0.29 -0.14
H -2.0316 4.3249 -0.5105 -0.06 -0.14 0.03
H -0.7285 2.6017 2.5821 0.03 0.03 -0.05
H -1.9279 1.4708 0.8596 0.00 -0.10 -0.27
H 3.5872 -1.3328 -0.3140 -0.07 0.05 -0.14
H 1.4629 -2.4665 -0.1152 0.00 0.37 -0.18
H -2.4218 -2.4330 -1.4449 0.08 -0.24 -0.31
H 0.7409 1.6619 2.2921 0.00 0.08 -0.03
H -0.6659 -0.7700 -2.9783 0.47 -0.22 0.06
H 0.8761 1.6927 -0.3512 -0.04 -0.07 -0.18
H 1.2420 -0.3649 2.1019 -0.26 0.23 -0.08
H -0.6371 1.9457 -1.1976 -0.01 -0.34 0.02
H -1.2251 5.2670 0.7325 -0.01 0.03 -0.06
H -0.6107 -1.6105 3.3221 -0.10 -0.06 -0.10